Density functional theory data (wB97M-V/def2-TZVPD) for a molecular structure, C18H14BCl4N3O11W in a non-equilibrium geometry.

Structure (ORCA input):
```
! wB97M-V def2-TZVPD RIJCOSX def2/J DEFGRID3
* xyz 2 1
W -0.5711 0.0744 0.5779
Cl 0.0874 -6.3229 2.4522
C 0.2611 -4.6402 2.3220
C 1.3277 -3.9912 2.9792
Cl 2.4560 -4.8929 3.8699
C 1.4717 -2.6056 2.9016
Cl 2.7433 -1.7526 3.6650
C 0.5306 -1.9116 2.1782
O 0.4819 -0.5701 1.9810
C -0.4824 -2.5561 1.4816
O -1.2270 -1.6759 0.7565
C -0.6521 -3.9194 1.5479
Cl -1.9258 -4.6542 0.6914
O 6.6049 -0.1823 1.4695
N 5.9318 0.6912 1.9639
O 6.2815 1.5190 2.7703
C 4.5271 0.7811 1.4977
C 3.6756 1.6754 2.1275
C 2.3793 1.7522 1.6684
C 1.9835 1.0356 0.5653
O 0.7931 1.2717 -0.0019
C 2.7930 0.0227 0.0943
C 4.1031 -0.0981 0.5265
N 2.1618 -0.9984 -0.7296
O 2.8112 -1.7950 -1.3115
O 0.8831 -1.0803 -0.7370
N 1.3153 2.4478 2.4212
O 1.6256 3.2896 3.2053
O 0.1422 2.0660 2.2519
H 4.0146 2.2585 2.9753
H 4.7632 -0.8743 0.1576
C -4.0614 2.6915 -2.4384
C -3.5903 1.3880 -1.8430
C -4.6185 0.2913 -2.0010
O -3.4640 1.6076 -0.3583
B -2.4801 0.9590 0.1726
O -1.6424 0.3067 -0.9756
C -2.1317 0.9701 -2.2912
C -2.0278 -0.0759 -3.3730
C -1.1906 2.1254 -2.5282
H -5.0607 2.9072 -2.0640
H -4.1189 2.6015 -3.5252
H -3.4118 3.5242 -2.1796
H -5.5378 0.5970 -1.5030
H -4.2849 -0.6526 -1.5623
H -4.8413 0.1335 -3.0557
H -2.7850 -0.8517 -3.2942
H -1.0454 -0.5446 -3.3286
H -2.1201 0.4130 -4.3435
H -1.1370 2.8023 -1.6774
H -1.5482 2.6862 -3.3882
H -0.1935 1.7562 -2.7616
*
```

- LUMO energy (eV) = -9.1
- energy above the lowest of the compared OMol25 structures with the same formula, charge and spin (kJ/mol) = 268.1
- HOMO-LUMO gap (eV) = 5.8455